No. 1
19
Properties=species:S:1:pos:R:3 method="wB97M-V/def2-TZVPD" total_energy_ev=-8356.8966 lumo_energy_ev=0.941 relative_energy_ev=3.240 orbital_gap_ha=0.3050
C 0.516 0.771 -0.556
C -2.057 0.157 0.729
C 0.880 0.875 -2.001
C 0.840 -0.459 1.646
N -1.089 0.086 -0.346
C 0.565 -0.536 0.152
N 1.003 -1.551 -0.585
H -1.303 -0.562 -1.095
H 0.664 1.660 0.058
H 1.222 -2.367 -0.013
H -2.108 -0.773 1.308
H -3.052 0.353 0.316
H -1.795 0.962 1.416
H 0.273 1.643 -2.485
H 0.734 -0.072 -2.512
H 1.938 1.147 -2.090
H 0.448 0.447 2.109
H 1.921 -0.456 1.802
H 0.402 -1.325 2.146


No. 2
13
Properties=species:S:1:pos:R:3 method="wB97M-V/def2-TZVPD" total_energy_ev=-17513.2958 lumo_energy_ev=-6.181 total_charge=+1 relative_energy_ev=0.382 orbital_gap_ha=0.3281
C -0.369 -0.965 -0.337
C 0.193 -0.098 0.701
C -1.708 -1.448 -0.106
N 1.186 2.073 0.352
N 0.830 0.934 0.422
O 0.205 -1.101 -1.339
P 0.689 -0.978 2.400
H -2.052 -2.310 -0.704
H -2.057 -1.731 0.922
H -2.285 -0.686 -0.413
H 2.141 2.068 -0.044
H 1.436 -0.081 3.085
H 1.847 -1.621 1.763


No. 3
35
Properties=species:S:1:pos:R:3 method="wB97M-V/def2-TZVPD" total_energy_ev=-27942.5031 lumo_energy_ev=0.190 relative_energy_ev=1.237 orbital_gap_ha=0.3581
C -1.296 0.032 1.273
C -1.286 0.229 -0.308
C -1.994 -1.282 1.639
C -3.345 -1.484 0.857
C -3.132 -2.037 -0.540
C 1.156 0.119 -0.477
C 1.739 -1.046 0.378
C 1.378 1.474 0.381
C 2.065 2.516 -0.470
C 3.528 2.267 -0.629
H -2.841 1.243 1.186
H -1.410 1.966 1.733
H -0.329 0.077 1.710
H -1.374 -2.140 1.309
H -2.170 -1.344 2.734
H -3.838 -0.546 0.996
H -3.976 -2.299 1.225
H -4.199 -2.440 -1.949
H -0.212 -0.383 -2.013
H 1.796 0.283 -1.354
H 0.343 1.846 0.674
H 1.923 1.356 1.295
H 1.908 3.568 -0.258
H 1.660 2.342 -1.505
H 4.772 2.869 -1.844
H 3.385 0.019 0.747
N -2.012 1.143 1.849
N -0.136 -0.074 -1.024
O -2.450 0.360 -0.785
O -2.188 -2.654 -0.913
O -4.353 -1.975 -1.145
O 1.133 -2.025 0.716
O 4.367 1.640 -0.033
O 3.890 3.121 -1.656
O 2.943 -0.794 0.930


No. 4
24
Properties=species:S:1:pos:R:3 method="wB97M-V/def2-TZVPD" total_energy_ev=-13988.3858 lumo_energy_ev=-3.252 total_charge=+1 relative_energy_ev=3.059 orbital_gap_ha=0.3419
C 1.164 -0.758 2.779
C 1.087 0.633 2.537
C 0.773 -1.668 1.804
C 0.487 1.193 1.482
C 0.204 -1.111 0.612
C 0.200 0.285 0.515
C -1.420 -1.384 -1.283
C -0.223 -1.968 -0.551
C -0.374 0.671 -1.416
N -1.471 -0.102 -1.557
N 0.589 0.672 -2.335
N -1.068 2.137 -1.316
H 1.515 -0.940 3.765
H 1.270 1.235 3.397
H 0.608 -2.570 2.332
H 0.415 2.279 1.313
H -2.246 -2.006 -1.498
H 0.766 -2.013 -1.197
H -0.592 -2.971 -0.160
H 0.384 -0.128 -3.020
H 1.561 0.973 -2.202
H -0.366 2.907 -1.284
H -1.704 2.243 -0.500
H -1.559 2.391 -2.219


No. 5
27
Properties=species:S:1:pos:R:3 method="wB97M-V/def2-TZVPD" total_energy_ev=-11540.7517 lumo_energy_ev="-5.147 / -5.004" total_charge=+1 relative_energy_ev=5.443 orbital_gap_ha="0.3177 / 0.3385"
C -0.332 1.385 0.033
C 0.349 2.625 0.154
C -2.638 0.143 -0.919
C -2.368 -0.948 1.357
C 2.956 -0.020 0.548
C 1.525 -1.253 -1.141
C -1.724 -0.634 0.009
C 1.691 -0.857 0.321
N -0.523 0.157 0.265
N 0.568 -0.267 0.950
H 1.089 2.750 -0.641
H 0.841 2.738 1.127
H -0.378 3.439 0.047
H -2.971 1.067 -0.451
H -2.137 0.378 -1.855
H -3.515 -0.457 -1.148
H -2.692 -0.035 1.850
H -1.668 -1.469 2.006
H -3.234 -1.584 1.202
H 2.952 0.852 -0.100
H 3.019 0.302 1.582
H 3.832 -0.615 0.314
H 0.699 -1.947 -1.282
H 2.432 -1.741 -1.487
H 1.360 -0.374 -1.763
H -1.396 -1.568 -0.459
H 1.810 -1.765 0.941


No. 6
128
Properties=species:S:1:pos:R:3 method="wB97M-V/def2-TZVPD" total_energy_ev=-199354.5551 lumo_energy_ev="-1.073 / -0.934" spin_multiplicity=2 orbital_gap_ha="0.2912 / 0.2964" s2=0.767
O -0.442 -0.679 0.077
V -1.504 -0.334 -0.952
C -1.830 2.271 -3.876
F -1.467 1.083 -4.282
F -0.904 3.115 -4.182
F -2.944 2.599 -4.536
S -2.099 2.326 -2.036
O -2.262 3.675 -1.670
O -3.040 1.274 -1.704
N -0.730 1.748 -1.487
S 0.603 2.505 -0.863
O 0.305 3.784 -0.292
O 1.354 1.536 -0.197
C 1.601 3.024 -2.403
F 1.817 1.902 -3.211
F 1.030 3.990 -3.113
F 2.815 3.467 -1.982
C -1.475 -4.474 -0.332
F -1.168 -5.084 0.805
F -0.428 -3.923 -0.920
F -1.941 -5.481 -1.116
S -2.757 -3.198 0.076
O -4.046 -3.835 0.017
O -2.218 -2.596 1.286
N -2.636 -2.063 -1.161
S -3.323 -2.331 -2.569
O -3.001 -1.173 -3.318
O -3.152 -3.710 -3.006
C -5.213 -2.192 -2.616
F -5.830 -3.377 -2.421
F -5.659 -1.377 -1.654
F -5.511 -1.721 -3.820
F -9.037 2.384 -0.345
C -8.754 2.580 -1.662
C -8.547 3.926 -2.034
C -8.255 4.160 -3.373
C -8.059 3.097 -4.262
C -8.208 1.774 -3.774
C -8.568 1.476 -2.468
H -8.627 4.645 -1.318
H -8.217 5.140 -3.788
H -7.950 3.257 -5.339
H -7.975 0.961 -4.490
H -8.654 0.504 -2.112
F 0.998 -6.546 1.739
C 1.897 -6.055 0.880
C 1.810 -6.465 -0.464
C 2.729 -5.937 -1.371
C 3.829 -5.274 -0.830
C 3.949 -4.910 0.488
C 2.924 -5.287 1.372
H 0.980 -7.144 -0.697
H 2.738 -6.175 -2.447
H 4.616 -4.967 -1.533
H 4.831 -4.399 0.808
H 2.998 -4.896 2.387
F 1.999 -0.179 2.579
C 2.169 -1.311 3.256
C 1.151 -2.214 3.476
C 1.438 -3.357 4.194
C 2.693 -3.647 4.664
C 3.723 -2.776 4.312
C 3.397 -1.514 3.772
H 0.160 -2.114 3.021
H 0.583 -4.014 4.332
H 2.847 -4.485 5.253
H 4.675 -2.988 4.687
H 4.289 -0.892 3.583
F 6.633 0.186 -2.169
C 6.369 0.909 -3.285
C 5.263 1.691 -3.350
C 5.105 2.444 -4.511
C 5.933 2.275 -5.591
C 7.042 1.461 -5.534
C 7.268 0.799 -4.346
H 4.532 1.755 -2.519
H 4.413 3.291 -4.573
H 5.839 2.970 -6.422
H 7.755 1.409 -6.320
H 8.164 0.240 -4.126
F -0.380 -0.737 -2.609
C 0.873 -1.337 -2.972
C 0.884 -1.884 -4.215
C 2.028 -2.740 -4.408
C 3.016 -2.862 -3.486
C 2.966 -2.118 -2.276
C 1.908 -1.302 -2.046
H 0.067 -1.750 -4.874
H 2.071 -3.258 -5.340
H 3.799 -3.597 -3.552
H 3.764 -2.217 -1.529
H 1.821 -0.664 -1.145
F -2.171 -1.238 6.794
C -1.196 -0.499 6.173
C 0.118 -0.679 6.601
C 1.064 0.182 6.052
C 0.684 1.138 5.170
C -0.662 1.238 4.764
C -1.628 0.454 5.243
H 0.275 -1.513 7.305
H 2.104 0.105 6.337
H 1.425 1.760 4.726
H -0.911 2.041 4.094
H -2.642 0.666 4.974
F -3.027 0.061 0.498
C -3.763 1.166 0.831
C -5.100 1.161 0.346
C -5.971 2.115 0.845
C -5.461 3.062 1.766
C -4.125 3.087 2.157
C -3.219 2.081 1.708
H -5.399 0.381 -0.352
H -6.926 2.030 0.481
H -6.137 3.811 2.148
H -3.825 3.854 2.821
H -2.132 2.090 1.789
F 2.595 5.383 3.007
C 3.636 4.791 3.695
C 4.135 3.517 3.278
C 5.105 2.889 3.983
C 5.640 3.475 5.134
C 5.073 4.710 5.538
C 4.120 5.400 4.790
H 3.790 3.079 2.266
H 5.422 1.889 3.705
H 6.381 2.829 5.743
H 5.374 5.073 6.496
H 3.703 6.337 5.253


No. 7
16
Properties=species:S:1:pos:R:3 method="wB97M-V/def2-TZVPD" total_energy_ev=-4342.0334 lumo_energy_ev=1.107 relative_energy_ev=0.495 orbital_gap_ha=0.4631
C 0.404 -1.386 1.661
C 1.665 -2.029 1.077
H -0.546 -1.847 1.338
H 0.238 -1.446 2.759
H 0.223 -0.333 1.378
H 1.749 -2.994 1.603
H 2.571 -1.563 1.478
H 1.630 -2.096 0.004
C -0.991 1.135 -1.911
C -0.971 2.304 -0.941
H -0.810 1.378 -2.957
H -0.173 0.447 -1.660
H -1.895 0.527 -1.843
H -0.555 1.978 0.004
H -1.967 2.680 -0.667
H -0.571 3.244 -1.324


No. 8
114
Properties=species:S:1:pos:R:3 method="wB97M-V/def2-TZVPD" total_energy_ev=-159526.1506 lumo_energy_ev=-2.917 total_charge=+1 orbital_gap_ha=0.3333
C 2.281 4.315 5.031
C 2.917 3.283 4.081
C 1.914 2.670 3.074
Br 2.765 2.548 1.340
C 1.381 1.313 3.579
C 1.580 0.049 2.754
P 3.327 -0.527 2.433
C 3.403 -0.610 0.609
O 3.119 -2.115 2.793
O 0.677 0.269 1.669
C -0.525 0.826 2.173
C -1.641 -0.184 2.134
C -3.036 0.368 2.460
C -3.459 0.021 3.891
C -4.632 0.801 4.482
C -4.690 2.315 4.218
C -5.838 2.708 3.301
O -5.592 2.357 1.956
C -4.883 3.348 1.248
N -0.167 1.249 3.584
P -1.071 2.679 4.232
N -1.497 3.679 3.141
H 1.330 4.689 4.652
H 2.117 3.910 6.028
H 2.931 5.178 5.134
H 3.696 3.769 3.509
H 3.370 2.488 4.669
H 1.104 3.379 2.938
H 1.684 1.208 4.619
H 1.188 -0.765 3.383
H 2.491 -0.316 0.101
H 4.228 0.014 0.281
H 3.648 -1.641 0.355
H 2.364 -2.476 2.314
H -0.777 1.684 1.552
H -1.413 -0.986 2.848
H -1.611 -0.623 1.142
H -3.058 1.443 2.285
H -3.738 -0.094 1.773
H -2.591 0.065 4.558
H -3.751 -1.030 3.878
H -4.589 0.652 5.561
H -5.567 0.344 4.164
H -3.757 2.709 3.806
H -4.848 2.837 5.162
H -6.743 2.195 3.619
H -6.026 3.782 3.388
H -5.536 4.156 0.914
H -4.450 2.878 0.367
H -4.064 3.770 1.836
H -0.451 0.452 4.162
H -2.093 1.980 4.869
H -0.190 3.126 5.222
H -1.090 4.594 3.302
C -5.566 0.214 -1.198
O -4.412 0.188 -2.040
C -4.657 0.367 -3.340
O -5.735 0.498 -3.848
O -3.479 0.391 -3.964
C -3.557 0.587 -5.386
H -5.204 0.051 -0.187
H -6.051 1.187 -1.251
H -6.273 -0.569 -1.463
H -4.022 1.543 -5.612
H -4.115 -0.222 -5.851
H -2.531 0.583 -5.740
C -2.872 3.289 -2.737
O -1.623 3.710 -2.178
C -0.679 3.908 -3.101
O -0.829 3.800 -4.290
O 0.448 4.250 -2.485
C 1.544 4.523 -3.367
H -3.564 3.172 -1.907
H -3.261 4.039 -3.424
H -2.753 2.336 -3.239
H 1.320 5.366 -4.016
H 1.780 3.646 -3.965
H 2.387 4.768 -2.729
C -0.615 -0.960 -3.509
O -0.011 -1.908 -4.392
C 1.311 -1.775 -4.500
O 1.982 -0.961 -3.918
O 1.761 -2.704 -5.335
C 3.181 -2.689 -5.517
H -1.674 -1.184 -3.478
H -0.195 -1.059 -2.509
H -0.465 0.055 -3.873
H 3.686 -2.867 -4.570
H 3.508 -1.742 -5.939
H 3.406 -3.497 -6.206
C 9.593 -4.402 -3.829
O 8.185 -4.145 -3.900
C 7.561 -4.186 -2.729
O 8.066 -4.409 -1.661
O 6.266 -3.934 -2.936
C 5.472 -3.952 -1.749
H 9.956 -4.335 -4.849
H 10.086 -3.659 -3.208
H 9.779 -5.397 -3.432
H 5.813 -3.191 -1.049
H 5.510 -4.931 -1.276
H 4.457 -3.733 -2.068
C -1.267 -5.420 -1.653
O -0.329 -4.659 -0.878
C 0.567 -5.399 -0.231
O 0.642 -6.596 -0.238
O 1.386 -4.574 0.432
C 2.415 -5.235 1.177
H -1.925 -4.693 -2.118
H -0.752 -5.996 -2.417
H -1.840 -6.086 -1.012
H 3.062 -5.817 0.525
H 1.990 -5.879 1.945
H 2.994 -4.441 1.640


No. 9
56
Properties=species:S:1:pos:R:3 method="wB97M-V/def2-TZVPD" total_energy_ev=-35816.0305 lumo_energy_ev=-2.314 total_charge=+1 relative_energy_ev=0.000 orbital_gap_ha=0.3918
N 0.907 2.262 -0.247
C 0.980 0.822 -0.740
C 0.270 -0.036 0.307
C 1.129 -0.230 1.526
N 2.433 -0.687 1.090
C 0.192 0.794 -2.052
N 0.603 -0.074 -2.981
O -0.911 1.320 -2.179
H 0.431 2.309 0.636
H 1.911 2.572 -0.200
H 0.440 2.855 -0.969
H 1.985 0.340 -0.796
H -0.761 0.255 0.632
H 0.063 -1.075 -0.052
H 1.178 0.752 2.084
H 0.509 -0.833 2.201
H 2.393 -1.561 0.573
H 2.965 -0.924 1.912
H 1.291 -0.816 -2.877
H 0.105 -0.099 -3.843
H -1.079 -4.528 -1.993
H -0.671 -2.984 -2.097
O -0.781 -3.758 -1.507
H -2.820 0.882 -0.721
H -4.038 1.977 -0.871
O -3.769 1.047 -0.836
H -2.535 4.888 0.661
H -2.286 3.667 1.682
O -2.718 3.971 0.872
H -1.642 -0.661 -2.758
H -2.272 -1.650 -3.654
O -1.524 -1.583 -3.027
H -2.221 -3.164 1.195
H -1.353 -2.927 -0.106
O -1.603 -2.555 0.790
H 3.896 2.784 -0.087
H 3.512 3.858 0.905
O 3.311 3.564 0.018
H 3.022 -2.416 -2.338
H 1.973 -2.659 -1.087
O 2.203 -2.158 -1.872
H 3.882 0.638 0.119
H 5.292 0.982 -0.540
O 4.369 1.216 -0.502
H 1.753 -4.802 -0.002
H 0.914 -3.728 0.476
O 1.857 -3.883 0.295
H -1.510 -1.128 2.819
H -2.294 -0.515 4.153
O -1.548 -0.511 3.541
H -4.159 0.482 0.874
H -4.702 1.244 2.019
O -4.097 0.523 1.854
H -1.338 2.430 3.218
H -1.738 1.295 2.187
O -1.401 2.212 2.294